A 2-piece molecular cluster, C2H8N2O2 overall at a distorted geometry. Source: the Open Molecules 2025 dataset; level of theory: ωB97M-V/def2-TZVPD.

The structure (SMILES) is NC=O.NCO. As for the total energy: -340.9387 a.u. As for the energy above the lowest of the compared OMol25 structures with the same formula, charge and spin: 57.58 kcal/mol. The HOMO energy comes out at -10.03 eV.

Each atom is followed by the atoms it is bonded to, with distances in Å.
Element x y z (Å)
1 O -1.50 -1.19 0.29  C5 1.217
2 O 1.57 0.17 -0.66  C6 1.439, H13 0.969
3 N -1.62 0.20 -1.50  C5 1.431, H10 1.084, H12 1.059
4 N 1.74 0.31 1.77  C6 1.452, H8 1.072, H14 1.046
5 C -2.23 -0.53 -0.43  O1 1.217, N3 1.431, H7 1.055
6 C 1.50 1.00 0.52  O2 1.439, N4 1.452, H9 1.048, H11 1.098
7 H -3.18 -0.19 -0.12  C5 1.055
8 H 1.10 -0.55 1.80  N4 1.072
9 H 2.26 1.71 0.45  C6 1.048
10 H -0.75 0.52 -0.94  N3 1.084
11 H 0.53 1.50 0.65  C6 1.098
12 H -1.25 -0.37 -2.31  N3 1.059
13 H 1.54 -0.80 -0.58  O2 0.969
14 H 2.73 0.01 1.58  N4 1.046